18 unconnected molecules or ions with the total composition C37H98O25S in a non-equilibrium geometry. Source: the Open Molecules 2025 dataset; level of theory: wB97M-V/def2-TZVPD.

Bonds (Å) are listed after each position.
Geometry (Å):
1 C 1.24 -3.44 0.47  C2 1.525, H30 1.093, H31 1.091, H32 1.093
2 C 0.91 -3.00 1.89  C1 1.525, C3 1.528, H33 1.096, H34 1.093
3 C 1.23 -1.53 2.13  C2 1.528, C4 1.526, H35 1.096, H36 1.095
4 C 0.59 -1.01 3.42  C3 1.526, C5 1.539, H37 1.094, H38 1.095
5 C 0.96 0.44 3.78  C4 1.539, C6 1.540, H39 1.092, H40 1.096
6 C -0.17 1.46 3.51  C5 1.540, C7 1.507, H41 1.088, H42 1.089
7 C -0.68 1.37 2.10  C6 1.507, C8 1.339, C28 1.498
8 C -0.09 1.96 1.05  C7 1.339, C9 1.509, C16 1.487
9 C 1.14 2.83 1.19  C8 1.509, C10 1.548, H43 1.095, H44 1.087
10 C 2.21 2.69 0.08  C9 1.548, C11 1.544, H45 1.087, H46 1.089
11 C 3.58 2.20 0.62  C10 1.544, S12 1.767, H47 1.091, H48 1.090
12 S 4.13 0.73 -0.19  C11 1.767, O13 1.436, O14 1.427, O15 1.594
13 O 2.99 -0.13 -0.37  S12 1.436
14 O 5.25 0.16 0.48  S12 1.427
15 O 4.66 1.18 -1.62  S12 1.594, H49 0.973
16 C -0.69 1.84 -0.30  C8 1.487, O17 1.213, C18 1.500
17 O -0.27 2.50 -1.22  C16 1.213
18 C -1.85 0.92 -0.53  C16 1.500, C19 1.501, C22 1.339
19 C -2.22 0.75 -1.98  C18 1.501, C20 1.545, H50 1.086, H51 1.090
20 C -1.14 -0.12 -2.65  C19 1.545, O21 1.423, H52 1.091, H53 1.098
21 O -1.71 -1.37 -3.04  C20 1.423, H54 0.960
22 C -2.45 0.32 0.51  C18 1.339, C23 1.499, C28 1.485
23 C -3.62 -0.60 0.40  C22 1.499, C24 1.554, H55 1.095, H56 1.084
24 C -3.36 -2.06 0.86  C23 1.554, C25 1.506, H57 1.091, H58 1.088
25 C -4.43 -2.56 1.79  C24 1.506, O26 1.206, O27 1.359
26 O -5.29 -3.35 1.47  C25 1.206
27 O -4.38 -2.06 3.05  C25 1.359, H59 0.977
28 C -1.93 0.57 1.88  C7 1.498, C22 1.485, O29 1.214
29 O -2.53 0.11 2.84  C28 1.214
30 H 0.62 -2.92 -0.26  C1 1.093
31 H 2.29 -3.28 0.23  C1 1.091
32 H 1.06 -4.52 0.35  C1 1.093
33 H -0.16 -3.15 2.08  C2 1.096
34 H 1.49 -3.60 2.60  C2 1.093
35 H 0.88 -0.94 1.28  C3 1.096
36 H 2.31 -1.38 2.19  C3 1.095
37 H -0.50 -1.12 3.36  C4 1.094
38 H 0.91 -1.66 4.23  C4 1.095
39 H 1.21 0.50 4.84  C5 1.092
40 H 1.86 0.74 3.23  C5 1.096
41 H -0.98 1.30 4.22  C6 1.088
42 H 0.20 2.47 3.66  C6 1.089
43 H 0.80 3.87 1.20  C9 1.095
44 H 1.61 2.65 2.15  C9 1.087
45 H 1.87 2.00 -0.69  C10 1.087
46 H 2.36 3.66 -0.39  C10 1.089
47 H 4.35 2.95 0.43  C11 1.091
48 H 3.58 1.93 1.67  C11 1.090
49 H 3.98 1.74 -2.03  O15 0.973
50 H -3.21 0.35 -2.12  C19 1.086
51 H -2.19 1.73 -2.46  C19 1.090
52 H -0.68 0.40 -3.49  C20 1.091
53 H -0.35 -0.29 -1.91  C20 1.098
54 H -1.00 -2.02 -3.11  O21 0.960
55 H -4.44 -0.17 0.98  C23 1.095
56 H -3.96 -0.65 -0.63  C23 1.084
57 H -2.39 -2.15 1.35  C24 1.091
58 H -3.39 -2.72 -0.01  C24 1.088
59 H -5.10 -1.41 3.19  O27 0.977
60 C 6.46 3.23 -4.70  O61 1.432, H62 1.087, H63 1.093, H64 1.088
61 O 6.15 3.20 -3.31  C60 1.432, H65 0.959
62 H 7.06 4.13 -4.89  C60 1.087
63 H 7.05 2.35 -4.99  C60 1.093
64 H 5.56 3.28 -5.31  C60 1.088
65 H 5.63 2.41 -3.15  O61 0.959
66 C 5.00 -3.03 -2.24  O67 1.424, H68 1.087, H69 1.095, H70 1.092
67 O 4.98 -2.87 -0.83  C66 1.424, H71 0.962
68 H 5.62 -3.89 -2.47  C66 1.087
69 H 4.00 -3.20 -2.65  C66 1.095
70 H 5.44 -2.15 -2.72  C66 1.092
71 H 4.42 -2.09 -0.67  O67 0.962
72 C 8.57 0.70 -0.33  O73 1.418, H74 1.088, H75 1.095, H76 1.093
73 O 8.63 -0.18 0.78  C72 1.418, H77 0.963
74 H 9.43 1.36 -0.28  C72 1.088
75 H 8.61 0.14 -1.27  C72 1.095
76 H 7.66 1.30 -0.30  C72 1.093
77 H 7.87 -0.76 0.74  O73 0.963
78 C 5.75 -0.83 -5.96  O79 1.427, H80 1.088, H81 1.094, H82 1.091
79 O 4.91 -0.13 -5.05  C78 1.427, H83 0.962
80 H 5.13 -1.20 -6.77  C78 1.088
81 H 6.52 -0.18 -6.37  C78 1.094
82 H 6.22 -1.68 -5.46  C78 1.091
83 H 5.46 0.17 -4.33  O79 0.962
84 C -6.51 -0.18 5.42  O85 1.433, H86 1.085, H87 1.092, H88 1.092
85 O -5.88 -0.05 4.14  C84 1.433, H89 0.965
86 H -7.51 -0.55 5.23  C84 1.085
87 H -5.98 -0.90 6.05  C84 1.092
88 H -6.56 0.78 5.93  C84 1.092
89 H -4.98 0.27 4.29  O85 0.965
90 C -2.03 4.43 4.43  O91 1.421, H92 1.089, H93 1.094, H94 1.093
91 O -0.70 4.31 4.94  C90 1.421, H95 0.961
92 H -1.96 4.39 3.35  C90 1.089
93 H -2.67 3.61 4.78  C90 1.094
94 H -2.48 5.38 4.72  C90 1.093
95 H -0.74 4.34 5.90  O91 0.961
96 C 8.67 -3.12 -4.57  O97 1.422, H98 1.088, H99 1.093, H100 1.093
97 O 7.83 -2.40 -3.68  C96 1.422, H101 0.962
98 H 8.03 -3.52 -5.35  C96 1.088
99 H 9.42 -2.47 -5.03  C96 1.093
100 H 9.17 -3.95 -4.07  C96 1.093
101 H 8.38 -2.04 -2.98  O97 0.962
102 C -2.07 1.50 -6.55  O103 1.414, H104 1.089, H105 1.095, H106 1.095
103 O -2.38 1.38 -5.17  C102 1.414, H107 0.967
104 H -1.45 2.38 -6.67  C102 1.089
105 H -1.51 0.63 -6.91  C102 1.095
106 H -2.97 1.61 -7.16  C102 1.095
107 H -2.93 0.60 -5.06  O103 0.967
108 C -9.80 -2.21 3.69  O109 1.432, H110 1.087, H111 1.090, H112 1.092
109 O -9.29 -0.90 3.95  C108 1.432, H113 0.962
110 H -10.25 -2.55 4.62  C108 1.087
111 H -10.58 -2.18 2.92  C108 1.090
112 H -9.01 -2.90 3.40  C108 1.092
113 H -8.88 -0.58 3.14  O109 0.962
114 C -7.19 -4.99 4.15  O115 1.418, H116 1.089, H117 1.094, H118 1.094
115 O -6.53 -3.75 4.37  C114 1.418, H119 0.967
116 H -7.73 -5.24 5.06  C114 1.089
117 H -7.91 -4.92 3.33  C114 1.094
118 H -6.49 -5.79 3.93  C114 1.094
119 H -6.05 -3.55 3.55  O115 0.967
120 C -5.99 -4.29 7.32  O121 1.429, H122 1.087, H123 1.092, H124 1.090
121 O -6.10 -4.63 8.71  C120 1.429, H125 0.961
122 H -5.38 -3.38 7.27  C120 1.087
123 H -5.49 -5.08 6.75  C120 1.092
124 H -6.96 -4.09 6.88  C120 1.090
125 H -6.63 -5.43 8.77  O121 0.961
126 C 5.86 3.62 -8.77  O127 1.425, H128 1.087, H129 1.092, H130 1.093
127 O 5.90 2.76 -7.64  C126 1.425, H131 0.962
128 H 6.71 4.29 -8.70  C126 1.087
129 H 5.93 3.06 -9.70  C126 1.092
130 H 4.95 4.22 -8.77  C126 1.093
131 H 5.15 2.16 -7.69  O127 0.962
132 C 4.57 7.44 -9.15  O133 1.424, H134 1.087, H135 1.094, H136 1.093
133 O 5.48 7.14 -10.20  C132 1.424, H137 0.961
134 H 3.60 7.06 -9.44  C132 1.087
135 H 4.88 6.97 -8.22  C132 1.094
136 H 4.50 8.52 -9.00  C132 1.093
137 H 6.34 7.48 -9.95  O133 0.961
138 C -3.24 -3.88 11.24  O139 1.421, H140 1.088, H141 1.094, H142 1.093
139 O -3.28 -5.27 10.93  C138 1.421, H143 0.964
140 H -2.60 -3.76 12.11  C138 1.088
141 H -2.82 -3.30 10.41  C138 1.094
142 H -4.23 -3.50 11.48  C138 1.093
143 H -3.85 -5.37 10.16  O139 0.964
144 C -12.85 -0.42 5.48  O145 1.417, H146 1.088, H147 1.095, H148 1.094
145 O -12.19 -0.38 4.22  C144 1.417, H149 0.966
146 H -13.88 -0.71 5.29  C144 1.088
147 H -12.40 -1.15 6.15  C144 1.095
148 H -12.85 0.56 5.97  C144 1.094
149 H -11.26 -0.14 4.37  O145 0.966
150 C 9.92 3.69 -2.66  O151 1.423, H152 1.088, H153 1.093, H154 1.093
151 O 11.28 3.64 -2.24  C150 1.423, H155 0.961
152 H 9.92 3.63 -3.75  C150 1.088
153 H 9.35 2.84 -2.27  C150 1.093
154 H 9.44 4.62 -2.35  C150 1.093
155 H 11.30 3.69 -1.28  O151 0.961
156 C -5.14 -0.95 -6.82  O157 1.424, H158 1.087, H159 1.092, H160 1.093
157 O -4.59 -0.49 -5.59  C156 1.424, H161 0.962
158 H -4.36 -1.52 -7.32  C156 1.087
159 H -6.00 -1.61 -6.66  C156 1.092
160 H -5.44 -0.13 -7.47  C156 1.093
161 H -5.27 0.01 -5.13  O157 0.962

Properties
HOMO energy = -9.79 eV
Kohn-Sham gap = 0.3100 Eh
total charge = 0

Atom charges from the Mulliken analysis, given in e for atoms 1 to 4: -0.9433, -0.7179, 0.5542, -0.8467